No. 1
ORCA calculation (wB97M-V/def2-TZVPD) on 2 unconnected molecules or ions with the total composition C68H76BN4 in a non-equilibrium geometry.

Cartesian coordinates (Å):
N -5.993065 -2.443465 2.453861
N 1.126846 1.221632 -4.265430
N 2.238807 1.529160 -2.370861
N 1.831552 -0.666153 5.410913
C 1.122757 3.619332 -0.903572
C -6.535905 -0.059468 2.342473
C -2.244155 -1.840893 0.584171
C 1.561435 -1.230207 -6.170662
C -3.670531 -3.046685 2.227773
C -0.064773 -0.154621 3.999865
C 2.161615 2.202765 7.686006
C 2.224343 3.279027 6.793417
C 2.794034 -0.673955 0.612727
C 1.945710 0.676941 5.807997
C -8.303733 -1.748269 2.457418
C -6.279562 -3.484252 3.378764
C 0.867820 2.519936 0.116899
C 4.725951 -2.120155 7.209426
C 2.754941 1.298287 -1.114140
C 2.951482 2.148839 -3.405414
C 0.815159 3.915427 -6.756604
C 4.192196 -3.420922 7.476125
C 0.774682 -2.053665 2.139733
C 0.252376 0.969039 -5.403447
C -6.921174 -3.172185 4.598609
C 6.472796 0.057514 -0.713886
C -0.202764 4.139981 -4.535517
C -1.731525 1.525247 -6.708622
C 2.675503 -1.615339 5.998434
C 5.532274 0.463746 -2.943286
C 1.052597 0.948382 -2.885248
C 2.829712 -0.809577 -5.471399
C -6.937520 -1.399133 2.368146
C -0.830559 -1.243052 0.356024
C 5.396928 0.856469 -1.464744
C 2.927905 -3.781758 7.047941
C 2.255905 1.993464 -4.549265
C -7.343366 -4.181839 5.458687
C -5.966717 -4.816590 3.088999
C -2.420869 -2.816267 1.649555
C -4.801851 -2.409256 1.717074
C 1.879893 1.416579 -0.028104
C -0.740860 -0.288146 2.752341
C -0.192417 -1.112108 1.720478
C -0.594048 2.059772 -0.061329
C 1.064863 -0.971036 4.298186
C -6.397585 -5.826930 3.966405
C -1.591073 4.255324 -6.575414
C -0.402749 3.554486 -5.933122
C -0.660917 1.988388 -5.952433
C 1.983975 0.902346 7.180624
C -3.416071 -1.408256 -0.048158
C -1.759216 0.205581 -7.186204
C 2.149799 3.041534 5.410392
C -9.282400 -0.755837 2.442403
C 2.044824 0.448119 0.939263
C 3.960488 -1.245644 6.473402
C 1.376726 -1.989541 3.392639
C -7.070640 -5.527754 5.145215
C 3.987294 0.556314 -1.016674
C 2.159683 -2.908994 6.255101
C 1.140374 -2.578888 -5.577296
C 0.960217 3.120261 1.504961
C -8.889465 0.596706 2.372831
C 3.746805 -0.627529 -0.380956
C 5.720110 2.321160 -1.280822
C 2.046530 1.745405 4.917083
C -0.747125 -0.674201 -6.888243
C 0.336482 -0.233162 -6.077961
C -4.666506 -1.666746 0.507341
C 1.937415 -1.374082 -7.659598
C -7.522090 0.927858 2.351125
B 0.241638 -0.206997 -2.183278
H -2.582163 -0.105721 -7.795022
H 2.227607 2.348031 8.749205
H 1.553060 0.673346 1.874351
H -0.859313 1.239457 0.606002
H 0.803533 5.004512 -6.918568
H 1.183954 -1.889089 -8.228179
H -1.739148 0.175201 2.680762
H 2.205297 3.892671 4.757042
H -0.424126 0.550619 4.728026
H 2.578589 2.326059 -5.574334
H -0.372948 -1.901587 -0.432612
H -1.447237 5.341558 -6.509769
H 4.792456 -4.105604 8.074238
H 2.107085 1.566881 3.846032
H 7.424794 0.456995 -1.057162
H -7.095286 -2.131966 4.867872
H 2.267565 4.315092 7.200615
H -9.661666 1.386011 2.339685
H -0.689227 -1.667452 -7.353759
H 4.900372 2.950544 -1.632576
H 6.439140 -1.018005 -0.904122
H 5.226433 -0.588477 -3.103332
H -7.355597 -6.318381 5.852199
H -1.638050 3.973768 -7.633402
H -8.595064 -2.808149 2.488959
H 0.394019 4.047102 1.463436
H 1.971954 -3.296454 -5.640538
H 4.425653 -1.414715 -0.607796
H -3.354895 -0.844505 -0.978854
H 5.862770 2.506012 -0.224669
H -10.341952 -1.049154 2.442270
H 6.616510 0.545898 -3.177005
H 0.768679 3.882249 -4.076973
H 0.818017 3.424189 -7.729455
H 1.925706 0.067074 7.857667
H 3.601041 -1.567396 -5.619512
H 5.718145 -1.832391 7.599195
H -2.509819 2.196381 -7.069499
H 1.998904 3.350130 1.798422
H 6.402123 0.210557 0.384890
H 2.151749 3.977286 -0.843161
H -7.842511 -3.920363 6.401097
H -2.517696 3.976410 -6.061276
H -1.561893 -3.316268 2.061299
H 1.751332 3.707374 -6.250654
H 0.906336 3.231445 -1.910869
H -0.781270 1.801154 -1.096066
H 3.239523 0.110363 -5.895862
H 4.352103 -0.287677 6.196772
H 0.280050 -3.006054 -6.117001
H 2.872105 -1.939360 -7.801282
H 2.096798 -0.388636 -8.110966
H 3.788236 2.749092 -3.175741
H 1.233492 -3.203273 5.778153
H -5.468099 0.178539 2.261117
H 0.522131 2.500611 2.302220
H 6.636454 2.520503 -1.843572
H -1.035502 3.845053 -3.880417
H 2.765838 -1.575435 1.186877
H -3.716845 -3.697619 3.112018
H -6.160930 -6.864227 3.736545
H -5.570651 -1.255360 0.029568
H 0.895935 -1.266773 -1.946966
H 2.481643 -4.771848 7.255031
H 2.212375 -2.693161 3.619613
H -5.354161 -5.050660 2.221651
H -0.886423 -0.318065 -2.528460
H 0.426965 4.435054 -0.639093
H 2.689486 -0.706471 -4.383836
H -1.191679 2.946787 0.182622
H -0.223986 -0.611584 -0.254500
H 1.050218 -2.822431 1.422971
H -0.221820 5.246433 -4.616419
H -7.234497 1.970423 2.292909
H 4.951834 1.122009 -3.619553
H 0.875240 -2.436022 -4.527636

Forces on atoms 1 to 2 (eV/Å):
N 0.1 -0.3 -0.2
N 0.8 1.7 0.2

As for the relative energy (zero: lowest compared OMol25 entry of this formula, charge and spin): 37.4 kcal per mole. The calculated total energy comes out at -2880.20271 Ha. The LUMO energy comes out at -3.69 eV. Its charge is +1.

Löwdin atomic charge list, values in e, 99 entries: N 0.01; N 0.06; N 0.04; N 0.00; C -0.03; C -0.03; C -0.17; C -0.53; C -0.01; C 0.00; C -0.06; C -0.09; C -0.02; C -0.24; C -0.03; C -0.23; C -0.53; C -0.07; C -0.13; C -0.01; C -0.05; C -0.09; C -0.09; C -0.07; C -0.03; C -0.05; C -0.05; C -0.03; C -0.22; C -0.04; C -0.05; C -0.07; C -0.24; C -0.13; C -0.56; C -0.09; C -0.05; C -0.07; C -0.03; C 0.00; C -0.20; C -0.12; C -0.02; C -0.27; C -0.01; C -0.21; C -0.08; C -0.08; C -0.54; C -0.04; C -0.01; C -0.04; C -0.04; C -0.08; C -0.07; C -0.01; C -0.03; C -0.02; C -0.09; C -0.08; C -0.02; C -0.03; C -0.04; C -0.09; C -0.01; C -0.03; C -0.03; C -0.03; C -0.08; C -0.02; C -0.04; C -0.08; B 0.04; H 0.11; H 0.10; H 0.09; H 0.07; H 0.10; H 0.07; H 0.13; H 0.09; H 0.12; H 0.15; H 0.10; H 0.10; H 0.10; H 0.09; H 0.09; H 0.12; H 0.11; H 0.11; H 0.12; H 0.07; H 0.09; H 0.10; H 0.11; H 0.09; H 0.13; H 0.09

=====

No. 2
ORCA calculation (wB97M-V/def2-TZVPD) on 13 unconnected molecules or ions with the total composition C68H81F5N14O8P2S in a non-equilibrium geometry.

Cartesian coordinates (Å):
S -7.684078 -3.941119 4.961982
P -3.359324 3.847556 2.078686
P -1.871851 2.356555 2.658332
F -6.293205 2.470116 6.325304
F -3.998550 3.402448 4.996353
F -5.511804 4.410339 6.821929
F -5.213944 5.037099 4.224091
F -7.304746 4.274103 5.640756
O -3.380868 -4.863506 1.798282
O -7.786908 2.175924 4.105905
O -2.543407 1.222280 3.551727
O -2.377650 -7.241428 4.268876
O -0.767339 3.023336 3.334244
O -5.016769 2.402267 0.020679
O -1.416950 1.545266 1.335550
O -6.725450 -3.983622 0.566172
N -0.950964 1.164317 -4.908949
N 13.570209 3.598671 -0.264476
N 1.568858 1.995279 0.801910
N 8.410283 4.507969 -2.447845
N -4.706101 -2.635892 -3.354351
N -2.656992 1.945560 10.693328
N 12.732000 0.443952 -0.650242
N -9.200337 0.715339 6.582914
N 2.537351 0.787807 -5.173017
N -1.529886 -2.084578 -8.075571
N 4.044019 -4.402768 -6.828802
N -5.176318 -0.275821 -0.588574
N 3.979031 7.195940 -0.092049
N -8.137922 -2.645479 2.576654
C -10.462061 0.996129 7.025205
C -6.803321 1.955107 3.461233
C 13.183807 -1.684323 -1.051301
C 6.163458 7.035983 -0.391100
C 4.239432 5.872467 -0.311267
C -2.373550 2.661086 9.561916
C -2.210956 -3.900680 -9.135841
C -5.247493 3.746477 4.602799
C -5.701712 -4.367918 1.459590
C 7.617634 3.437724 -2.758904
C -1.608246 -0.030759 -4.773581
C 8.296080 2.658473 -3.657233
C 2.045888 1.945786 -0.477397
C 11.731683 4.709004 0.259016
C 3.908848 -6.241338 -8.050287
C -3.971866 1.567283 10.683522
C 2.794610 -0.534842 -5.396365
C -10.876327 -0.046639 7.811413
C -1.745877 -0.284733 -3.435993
C 5.227497 -4.503196 -7.506525
C -6.523554 -2.731686 -4.616911
C 2.590320 2.279139 1.664977
C -3.519951 2.740213 8.818938
C -1.143667 0.796243 -2.736876
C 5.143470 7.913342 -0.139370
C -6.557492 -2.710032 0.008981
C -1.006506 -4.201275 -8.440998
C -2.190707 -6.371868 3.180175
C -3.412603 -6.190225 2.298753
C 3.738608 2.403425 0.925852
C 11.724252 -0.019705 -1.449730
C -2.508054 -2.588002 -8.891168
C 9.584084 4.427428 -3.144048
C -0.660507 1.671777 -3.668469
C 9.547384 3.288048 -3.903306
C -5.936134 -0.346020 0.584716
C -5.509714 -2.025999 -5.323115
C -3.201704 -5.457007 5.748807
C -0.612072 -3.061774 -7.795890
C 5.176151 -5.635961 -8.272982
C 12.667349 4.845144 1.322643
C -4.890884 2.864102 2.306384
C -4.535894 2.044857 9.531336
C -9.819597 -0.995942 7.844029
C -8.801873 -0.495672 7.075220
C 4.145713 -0.676072 -5.561412
C -4.352329 -4.601386 0.813861
C 13.623716 -0.563241 -0.399866
C -6.129325 3.704724 5.878023
C -6.000446 -3.091483 -3.406065
C 3.392002 2.192858 -0.437327
C -6.717882 0.751292 2.616906
C 5.586706 5.738428 -0.498961
C -3.369874 -6.855036 5.195877
C -7.352961 -1.522257 2.162825
C -5.626596 2.861180 3.429467
C -5.289503 2.024214 1.128889
C -6.631741 -1.531482 0.954900
C -7.935840 -3.213348 3.618118
C 3.233912 -5.455776 -7.155564
C -5.977761 0.786105 1.436365
C 11.976424 -1.338616 -1.718498
C 12.318172 3.937966 -0.706616
C -4.403173 -1.982898 -4.520119
C 4.728066 0.614592 -5.432497
C 13.790943 4.148808 0.971134
C -7.406518 -0.392630 2.988569
C 3.708549 1.496456 -5.193884
H 10.327686 2.943866 -4.561368
H 10.741490 5.129406 0.210945
H -3.430611 -1.548718 -4.676254
H 3.070358 7.582124 0.081022
H -7.989485 -0.436408 3.889707
H 3.537355 -7.148109 -8.496534
H -11.828609 -0.120821 8.308473
H 6.099674 4.811444 -0.691004
H 3.717348 2.561536 -5.038451
H 6.643355 3.321689 -2.317495
H -10.956605 1.909893 6.744806
H 7.936161 1.740701 -4.090614
H -4.071987 -2.766492 -2.587851
H 10.343150 5.183871 -3.038191
H 14.489690 -0.397732 0.217926
H -5.349153 -1.040656 -1.222557
H -1.820198 -5.394754 3.480207
H -7.830226 -0.896722 6.838877
H -7.361723 -2.582511 -0.709802
H 6.000383 -3.763860 -7.386722
H 14.226879 3.033552 -0.771993
H 4.718461 2.625409 1.314121
H 4.664408 -1.600668 -5.751268
H 3.805444 -3.668298 -6.189331
H 0.238778 -2.861439 -7.167793
H 2.252068 -5.555314 -6.725670
H 7.204794 7.298118 -0.485790
H -9.808305 -1.935269 8.370652
H -1.386685 3.051381 9.383808
H 13.670368 -2.644998 -1.049343
H -3.855184 -5.326527 6.600172
H -6.434676 -3.636536 -2.586917
H -3.348121 -6.875662 1.454454
H -1.487811 -1.141671 -7.742321
H 1.388252 1.738715 -1.305242
H -5.641993 -2.686089 -0.567089
H -1.071806 0.914349 -1.668495
H -2.789795 -4.572446 -9.746348
H -0.136855 2.606856 -3.558949
H -5.586052 -1.601399 -6.309445
H -5.550907 -3.650871 2.262697
H 11.954779 3.601325 -1.663469
H -5.339799 0.578334 -1.102712
H -2.219023 -1.151006 -3.005704
H -4.391272 0.995273 11.492798
H 8.164306 5.241548 -1.808649
H 1.626278 1.174932 -5.016099
H -1.921343 -0.595557 -5.633784
H 10.918084 0.625632 -1.756559
H -7.520857 -2.947715 -4.960144
H 2.410549 2.370090 2.722153
H -4.340909 -6.416078 2.813598
H -0.717732 1.600363 -5.782309
H -4.012912 -3.701139 0.312353
H -1.406544 -6.814879 2.582625
H 12.527387 5.389308 2.241008
H -0.489572 -5.145561 -8.420983
H 0.607072 1.841962 1.054555
H -2.000208 1.730011 11.419054
H -2.174727 -5.247239 6.017689
H 4.053143 2.218577 -1.288214
H -4.386255 -5.396595 0.070048
H -8.645406 1.307223 5.989261
H 11.363911 -1.984905 -2.323945
H -3.325263 -1.972407 -9.224781
H -3.281151 3.846036 0.679877
H -1.191210 0.649595 1.630845
H -5.562060 1.912329 9.231512
H 3.452003 5.137609 -0.315994
H 14.721510 3.996275 1.489493
H -3.292682 -7.566130 6.007995
H 5.772328 0.865570 -5.507325
H 5.958083 -5.991657 -8.922030
H 5.146993 8.979067 0.008858
H -3.619557 3.239367 7.871814
H 1.996269 -1.257482 -5.417204
H -3.509959 -4.715350 5.016687
H 12.801883 1.382139 -0.299050
H -6.051732 -5.277778 1.927027
H -4.377820 -6.965599 4.799797
H -3.322936 0.848188 3.115586

Forces on atoms 1 to 2 (eV/Å):
S 0.0 -0.3 0.3
P -0.1 1.0 0.6

The calculated total energy comes out at -5588.42143 Ha. The LUMO energy comes out at -2.37 eV.

Löwdin atomic charge list, values in e, 99 entries: S 0.79; P 0.98; P 0.26; F 0.18; F 0.11; F 0.18; F 0.13; F 0.18; O -0.13; O 0.15; O -0.13; O -0.13; O -0.30; O 0.09; O -0.20; O -0.10; N 0.01; N -0.01; N 0.02; N 0.02; N 0.01; N 0.00; N 0.01; N 0.01; N 0.01; N 0.00; N 0.00; N 0.16; N 0.01; N 0.13; C -0.14; C -0.28; C -0.12; C -0.12; C -0.13; C -0.14; C -0.11; C -0.41; C -0.19; C -0.14; C -0.14; C -0.11; C -0.14; C -0.10; C -0.11; C -0.14; C -0.14; C -0.11; C -0.10; C -0.14; C -0.10; C -0.13; C -0.11; C -0.09; C -0.14; C -0.17; C -0.11; C -0.19; C -0.18; C -0.12; C -0.14; C -0.14; C -0.16; C -0.15; C -0.11; C -0.15; C -0.09; C -0.07; C -0.14; C -0.11; C -0.10; C -0.30; C -0.11; C -0.11; C -0.15; C -0.11; C -0.19; C -0.15; C -0.57; C -0.15; C -0.12; C -0.08; C -0.11; C -0.27; C -0.15; C -0.02; C -0.37; C -0.04; C -0.78; C -0.15; C -0.05; C -0.11; C -0.15; C -0.13; C -0.10; C -0.14; C 0.07; C -0.13; H 0.09